# 1
A molecular structure, C58H50N2O2P2Sr. Source: OMol25; level of theory: ωB97M-V/def2-TZVPD.

Multiplicity ... 1
Orbital gap ... 8.337 eV

```
115
Properties=species:S:1:pos:R:3:forces:R:3:mulliken_charge:R:1
Sr 0.131 0.193 -0.328 0.05 -0.29 -0.90 1.699
O -0.707 2.158 0.271 -0.31 0.47 0.19 -0.567
C -0.385 2.929 1.341 0.08 -0.03 0.31 2.163
C 1.157 2.777 1.623 0.05 -0.35 0.31 -1.917
C 1.562 1.533 2.418 -0.17 0.03 -0.14 0.189
C 2.174 1.702 3.651 0.03 0.05 -0.03 -0.468
C 2.492 0.590 4.407 0.05 0.05 0.12 -1.001
C 2.219 -0.666 3.908 -0.01 -0.11 0.01 -0.623
C 1.644 -0.797 2.648 -0.04 0.07 -0.22 -0.382
C 1.399 -2.216 2.131 0.09 0.21 0.19 -1.673
C 1.589 -2.575 0.628 0.24 -0.01 0.18 1.734
O 0.588 -2.017 -0.110 -0.22 -0.12 0.03 -0.222
C 1.538 -4.115 0.536 -0.05 -0.02 0.09 -0.709
C 0.401 -4.720 0.019 0.00 -0.09 -0.03 0.265
C 0.319 -6.106 -0.078 -0.02 0.07 -0.01 -0.856
C 1.374 -6.901 0.341 0.03 0.02 0.02 -0.481
C 2.515 -6.302 0.863 -0.06 -0.05 -0.03 -1.062
C 2.591 -4.922 0.958 0.04 0.05 0.03 -0.114
C 2.944 -2.117 0.051 -0.07 -0.08 -0.12 -0.269
C 3.144 -2.359 -1.314 -0.04 0.08 0.01 0.431
C 4.300 -1.950 -1.950 0.08 0.03 0.02 -0.763
C 5.297 -1.287 -1.235 -0.04 -0.02 -0.05 -0.683
C 5.118 -1.054 0.115 -0.06 -0.02 0.05 -0.977
C 3.948 -1.470 0.754 0.15 -0.02 0.05 -0.026
N 1.314 0.296 1.933 0.11 0.08 0.17 1.374
C -0.781 4.396 1.073 0.13 0.02 0.06 0.090
C -0.170 5.501 1.655 0.01 0.03 -0.02 -0.317
C -0.621 6.791 1.392 -0.02 -0.04 -0.01 -0.934
C -1.700 6.992 0.548 -0.01 0.00 -0.02 -0.577
C -2.327 5.894 -0.028 0.00 0.00 0.00 -0.682
C -1.871 4.611 0.233 0.01 0.06 -0.01 -0.581
C -1.184 2.499 2.595 -0.02 0.13 0.01 -0.238
C -0.862 2.951 3.873 0.01 0.08 -0.02 0.059
C -1.606 2.568 4.977 -0.05 -0.06 0.00 -0.980
C -2.703 1.729 4.820 0.02 0.03 0.01 -0.536
C -3.045 1.290 3.551 0.02 -0.02 -0.07 -1.028
C -2.290 1.675 2.448 0.03 -0.06 0.02 -0.132
H 1.569 3.629 2.162 0.00 -0.01 0.00 0.480
H 1.642 2.769 0.643 -0.04 0.05 -0.04 0.285
H 2.385 2.699 4.012 -0.01 -0.01 0.02 0.447
H 2.953 0.705 5.380 0.00 -0.01 -0.01 0.426
H 2.462 -1.555 4.476 0.01 0.01 0.00 0.484
H 0.354 -2.469 2.330 -0.01 -0.02 0.02 0.663
H 2.003 -2.872 2.763 -0.01 -0.03 -0.03 0.373
H -0.413 -4.088 -0.312 0.03 0.03 -0.01 0.100
H -0.576 -6.562 -0.486 0.01 -0.01 0.01 0.432
H 1.311 -7.979 0.260 0.01 0.00 0.01 0.395
H 3.347 -6.914 1.189 0.00 0.01 0.00 0.407
H 3.494 -4.462 1.349 -0.01 0.00 -0.01 0.395
H 2.371 -2.876 -1.872 -0.02 0.02 0.03 0.322
H 4.431 -2.153 -3.006 0.00 0.00 0.00 0.440
H 6.204 -0.965 -1.730 0.00 0.00 0.00 0.412
H 5.886 -0.547 0.687 0.00 0.00 0.00 0.459
H 3.850 -1.281 1.816 -0.01 -0.02 -0.04 0.330
H 0.670 5.376 2.327 -0.01 0.03 0.01 0.218
H -0.128 7.638 1.852 0.01 -0.01 0.00 0.425
H -2.055 7.994 0.341 0.01 0.00 0.01 0.408
H -3.177 6.037 -0.685 0.00 0.00 0.01 0.445
H -2.351 3.750 -0.214 0.02 -0.02 0.00 0.417
H -0.022 3.622 4.011 -0.01 0.00 0.01 0.321
H -1.333 2.923 5.963 0.01 0.01 -0.01 0.434
H -3.290 1.428 5.678 0.01 0.00 0.00 0.399
H -3.906 0.648 3.410 0.00 0.00 0.02 0.436
H -2.553 1.349 1.449 -0.02 0.00 0.01 0.509
C -2.099 -0.424 -5.129 -0.05 -0.03 -0.06 -1.415
N -1.555 -0.191 -3.797 0.11 0.10 0.25 1.520
P -1.068 -1.420 -2.710 -0.09 -0.06 -0.28 -0.159
C 0.062 -2.431 -3.717 -0.07 -0.03 0.02 0.786
C 0.018 -3.820 -3.726 0.04 -0.11 0.04 -0.695
C 0.988 -4.553 -4.402 -0.05 0.06 0.05 -0.694
C 2.003 -3.900 -5.082 0.03 0.04 -0.03 -0.668
C 2.060 -2.511 -5.070 0.01 -0.06 0.01 -0.650
C 1.105 -1.783 -4.381 0.04 0.00 -0.03 -0.765
C -2.551 -2.458 -2.489 0.02 -0.20 0.02 0.548
C -3.205 -3.140 -3.518 0.04 0.05 -0.05 -0.098
C -4.384 -3.825 -3.273 0.00 0.01 0.05 -0.846
C -4.919 -3.852 -1.990 -0.02 -0.03 -0.02 -0.615
C -4.272 -3.196 -0.955 0.04 0.01 -0.06 -0.693
C -3.093 -2.506 -1.207 -0.08 0.00 0.10 -0.454
P -1.762 1.271 -2.920 0.13 -0.05 -0.19 0.311
C -3.387 1.822 -3.530 -0.07 0.12 -0.02 0.355
C -4.494 1.079 -3.114 0.00 -0.02 0.01 -0.602
C -5.766 1.405 -3.553 -0.02 0.03 -0.03 -0.571
C -5.952 2.492 -4.400 0.00 -0.03 0.02 -0.541
C -4.861 3.245 -4.805 0.03 -0.02 0.02 -0.629
C -3.582 2.908 -4.375 -0.01 0.04 -0.03 -0.556
C -0.578 2.430 -3.698 -0.04 -0.01 -0.04 0.699
C 0.221 2.094 -4.789 -0.03 0.03 -0.01 -0.441
C 1.185 2.980 -5.254 0.00 -0.01 -0.01 -0.862
C 1.362 4.209 -4.636 -0.01 -0.01 0.02 -0.601
C 0.574 4.552 -3.544 0.01 -0.05 -0.05 -0.514
C -0.381 3.663 -3.074 -0.05 0.09 0.10 -0.204
H -1.542 -1.224 -5.621 0.00 0.00 0.01 0.441
H -2.013 0.475 -5.741 0.00 0.02 0.03 0.462
H -3.157 -0.699 -5.089 0.00 -0.02 -0.01 0.251
H -0.759 -4.343 -3.183 0.00 0.02 -0.02 0.344
H 0.946 -5.634 -4.388 0.01 0.00 0.00 0.433
H 2.755 -4.470 -5.613 0.00 0.01 0.01 0.387
H 2.859 -1.992 -5.585 0.01 -0.02 0.00 0.484
H 1.185 -0.702 -4.350 -0.07 0.01 0.00 0.309
H -2.783 -3.144 -4.516 0.01 0.00 -0.01 0.419
H -4.883 -4.346 -4.081 0.00 0.00 0.00 0.429
H -5.835 -4.396 -1.798 0.00 0.02 -0.01 0.409
H -4.676 -3.224 0.049 0.00 -0.01 0.00 0.472
H -2.585 -2.011 -0.386 0.05 0.01 -0.03 0.370
H -4.362 0.231 -2.448 0.05 0.01 -0.01 0.295
H -6.614 0.815 -3.229 0.00 0.01 -0.01 0.435
H -6.947 2.750 -4.739 0.00 0.00 0.00 0.381
H -4.999 4.094 -5.462 -0.01 0.00 0.00 0.416
H -2.735 3.497 -4.704 0.00 -0.01 0.00 0.371
H 0.093 1.138 -5.280 0.02 -0.01 0.02 0.338
H 1.798 2.706 -6.104 0.01 0.01 0.01 0.428
H 2.121 4.892 -4.996 -0.02 0.01 0.00 0.380
H 0.708 5.503 -3.045 0.01 0.00 0.00 0.507
H -0.959 3.928 -2.195 0.00 -0.06 0.00 0.226
```
Positions in Å, forces in eV/Å.



# 2
A molecular structure, C58H53N4OP3STl. Source: OMol25; level of theory: ωB97M-V/def2-TZVPD.

Multiplicity ... 1
Orbital gap ... 5.548 eV
Net charge ... -1

```
121
Properties=species:S:1:pos:R:3:forces:R:3:mulliken_charge:R:1
Tl -0.685 0.527 0.728 0.07 -0.16 -0.21 1.034
O 1.788 0.603 4.732 0.04 0.03 0.02 -0.868
C 0.920 0.594 3.830 -0.04 -0.04 0.00 -0.394
N 1.047 0.978 2.580 -0.03 0.05 0.00 0.662
C 2.341 1.525 2.285 0.03 0.02 0.01 -1.919
C 2.415 2.189 0.935 0.03 0.07 0.02 1.046
C 3.489 3.035 0.637 -0.01 0.00 0.03 -0.981
C 3.558 3.635 -0.601 0.04 0.01 -0.01 -0.759
C 2.556 3.382 -1.531 -0.03 0.00 -0.04 -1.044
C 1.524 2.546 -1.154 -0.03 0.02 -0.02 -0.779
N 1.460 1.964 0.043 -0.03 0.01 0.04 1.619
C -0.461 0.078 4.221 0.03 0.02 0.03 0.337
C -0.602 -0.543 5.462 -0.01 0.00 -0.01 -0.750
C -1.839 -1.026 5.838 -0.01 0.00 0.02 -0.348
C -2.912 -0.879 4.968 0.00 0.01 -0.02 -0.913
C -2.684 -0.245 3.759 -0.02 0.00 0.02 -0.597
N -1.496 0.230 3.395 0.08 0.01 -0.02 0.437
H 2.646 2.264 3.041 0.00 -0.01 0.00 0.578
H 3.131 0.758 2.319 0.00 -0.01 0.01 0.353
H 4.240 3.224 1.394 0.00 0.00 0.01 0.522
H 4.372 4.309 -0.837 0.00 0.00 0.00 0.407
H 2.556 3.848 -2.508 0.00 -0.01 0.00 0.489
H 0.684 2.344 -1.812 0.00 0.00 -0.03 0.179
H 0.276 -0.615 6.088 0.01 -0.01 0.01 0.523
H -1.972 -1.514 6.796 0.00 0.00 0.00 0.397
H -3.900 -1.244 5.216 -0.02 0.00 0.01 0.426
H -3.487 -0.111 3.041 -0.02 -0.01 -0.01 0.655
C 4.027 -3.414 -4.629 -0.01 -0.02 0.01 -0.514
S 3.431 -5.087 -4.303 -0.01 0.01 -0.01 -0.115
C 1.646 -4.914 -4.607 0.02 -0.03 0.00 -1.185
C 0.790 -4.547 -3.402 -0.02 -0.03 -0.07 0.180
C 1.181 -3.208 -2.797 0.07 0.03 -0.02 -1.020
N 0.291 -2.790 -1.712 -0.11 0.14 0.14 0.795
P -0.834 -1.499 -2.094 -0.25 -0.31 -0.18 -0.074
C -1.460 -2.091 -3.741 0.08 0.06 -0.05 0.451
C -2.355 -3.145 -3.928 -0.01 0.04 0.04 -0.485
C -2.789 -3.489 -5.198 0.00 0.00 -0.01 -0.606
C -2.337 -2.782 -6.306 -0.01 -0.01 -0.03 -0.510
C -1.454 -1.728 -6.137 0.01 0.00 -0.01 -0.704
C -1.025 -1.386 -4.861 0.00 -0.01 0.02 -0.671
C -2.302 -1.997 -1.115 0.03 0.12 0.07 0.525
C -2.459 -3.226 -0.491 -0.06 -0.07 -0.06 -0.128
C -3.601 -3.491 0.256 0.02 -0.03 -0.01 -0.820
C -4.595 -2.533 0.376 0.00 0.05 -0.03 -0.751
C -4.449 -1.305 -0.258 -0.07 -0.03 0.04 -0.368
C -3.306 -1.037 -0.991 0.07 -0.01 0.03 -0.518
P 0.834 -2.862 -0.076 0.05 0.02 0.02 0.332
C 1.537 -4.567 -0.070 -0.07 -0.05 0.02 0.322
C 2.808 -4.922 -0.514 0.02 -0.03 -0.03 -0.091
C 3.206 -6.250 -0.539 -0.01 -0.02 0.03 -0.683
C 2.341 -7.246 -0.107 0.02 0.00 0.00 -0.511
C 1.079 -6.905 0.360 -0.02 -0.01 0.02 -0.631
C 0.686 -5.575 0.383 0.02 -0.04 -0.01 -0.525
C 2.401 -1.917 -0.094 0.01 0.07 -0.01 0.942
C 3.311 -2.109 0.945 0.01 0.06 0.05 -0.692
C 4.479 -1.368 1.008 0.01 -0.03 0.01 -0.986
C 4.753 -0.418 0.033 0.03 0.01 -0.03 -0.642
C 3.846 -0.204 -0.993 0.03 0.01 0.03 -0.455
C 2.672 -0.943 -1.049 -0.03 -0.05 0.02 -0.014
H 5.114 -3.464 -4.631 0.01 -0.01 -0.01 0.384
H 3.715 -2.703 -3.866 -0.01 0.02 0.02 -0.066
H 3.692 -3.074 -5.609 0.00 0.01 -0.01 0.278
H 1.332 -5.882 -5.000 0.00 0.01 -0.01 0.491
H 1.518 -4.186 -5.413 -0.01 0.01 -0.01 0.397
H 0.868 -5.321 -2.634 0.02 -0.01 0.01 0.057
H -0.256 -4.509 -3.724 0.12 -0.03 0.04 -0.096
H 1.201 -2.444 -3.586 0.02 -0.01 0.00 0.840
H 2.200 -3.277 -2.415 -0.02 0.05 -0.05 -0.108
H -2.715 -3.700 -3.070 -0.01 0.01 0.00 0.391
H -3.486 -4.308 -5.325 -0.01 -0.01 -0.01 0.423
H -2.683 -3.048 -7.297 0.00 0.00 -0.01 0.399
H -1.106 -1.165 -6.994 0.00 0.00 -0.01 0.415
H -0.347 -0.550 -4.725 -0.01 0.01 0.01 0.491
H -1.689 -3.980 -0.592 -0.02 0.02 0.01 0.653
H -3.708 -4.449 0.751 0.00 -0.01 0.01 0.415
H -5.478 -2.737 0.969 -0.01 0.00 0.01 0.379
H -5.212 -0.543 -0.158 0.00 0.00 -0.01 0.441
H -3.173 -0.057 -1.435 -0.01 0.03 0.00 0.061
H 3.497 -4.160 -0.857 -0.01 -0.01 0.02 0.265
H 4.193 -6.506 -0.904 0.00 -0.01 -0.01 0.388
H 2.653 -8.282 -0.124 0.00 -0.01 -0.01 0.380
H 0.403 -7.674 0.715 0.00 -0.01 0.00 0.418
H -0.293 -5.309 0.765 0.00 0.01 0.00 0.447
H 3.098 -2.839 1.719 0.01 0.00 0.00 0.552
H 5.169 -1.521 1.828 0.01 0.00 0.01 0.384
H 5.661 0.170 0.086 0.00 0.01 0.00 0.327
H 4.035 0.558 -1.737 0.00 0.05 -0.02 0.425
H 1.950 -0.740 -1.830 0.00 0.00 -0.03 -0.098
C 2.251 6.727 1.284 0.02 0.00 0.01 -0.488
C 1.324 6.481 0.284 0.00 0.00 -0.02 -0.597
C 0.296 5.567 0.485 -0.03 0.01 0.01 -0.488
C 0.184 4.883 1.692 0.00 0.00 -0.01 0.026
C 1.142 5.118 2.682 -0.01 -0.06 0.02 -0.376
C 2.157 6.039 2.489 0.03 0.02 -0.01 -0.759
P -1.092 3.608 2.021 -0.01 -0.01 0.20 1.214
C -2.101 4.445 3.313 -0.03 -0.01 -0.04 0.007
C -1.921 5.736 3.798 0.01 0.09 -0.05 -0.109
C -2.740 6.241 4.801 -0.01 0.01 0.00 -0.683
C -3.759 5.464 5.331 0.00 -0.02 0.00 -0.457
C -3.951 4.172 4.854 -0.02 0.03 0.03 -0.608
C -3.125 3.669 3.864 0.02 -0.03 0.00 -0.433
C -2.164 3.669 0.555 0.01 -0.01 -0.07 -0.127
C -3.106 4.675 0.329 0.00 0.03 -0.02 -0.210
C -3.860 4.661 -0.833 0.00 -0.01 -0.02 -0.789
C -3.642 3.649 -1.765 -0.01 0.04 -0.01 -0.807
C -2.693 2.665 -1.519 0.10 -0.05 -0.05 -0.448
C -1.923 2.612 -0.345 -0.01 0.05 0.24 0.167
H 3.048 7.442 1.126 0.00 0.00 0.00 0.357
H 1.397 7.002 -0.663 0.00 0.01 -0.01 0.359
H -0.429 5.383 -0.298 0.01 -0.01 -0.01 0.320
H 1.087 4.567 3.616 0.00 -0.01 0.00 0.483
H 2.885 6.212 3.273 0.00 0.00 0.00 0.419
H -1.137 6.362 3.388 -0.01 -0.03 0.01 0.320
H -2.581 7.249 5.165 0.00 0.01 0.01 0.401
H -4.395 5.858 6.114 -0.01 0.00 0.00 0.350
H -4.738 3.552 5.264 -0.01 0.00 0.01 0.402
H -3.263 2.653 3.510 0.01 0.00 0.00 0.190
H -3.253 5.466 1.059 -0.01 0.00 0.01 0.419
H -4.603 5.429 -1.017 -0.01 0.00 0.00 0.360
H -4.218 3.634 -2.685 -0.01 0.00 0.00 0.373
H -2.548 1.907 -2.289 -0.02 -0.03 -0.01 0.312
```
Positions in Å, forces in eV/Å.



Q: Which of these has the highest orbital gap?
A: C58H50N2O2P2Sr